*one*
Here is a 13-piece molecular cluster, C26H78O26 overall from OMol25. Energies are from wB97M-V/def2-TZVPD.

```
130
C26H78O26 wB97M-V/def2-TZVPD
C -9.188 -9.805 -23.675
C -8.230 -9.322 -22.612
O -8.299 -10.168 -21.457
O -9.136 -11.250 -23.717
H -8.931 -9.452 -24.680
H -10.204 -9.468 -23.462
H -8.595 -8.321 -22.358
H -7.197 -9.178 -22.962
H -8.249 -11.071 -21.822
H -9.981 -11.590 -24.022
C -2.221 -8.113 -17.033
C -3.039 -7.388 -16.021
O -3.963 -6.486 -16.632
O -2.855 -9.014 -17.897
H -1.341 -8.535 -16.530
H -1.735 -7.300 -17.604
H -2.332 -6.833 -15.384
H -3.651 -8.041 -15.383
H -4.719 -6.367 -16.042
H -3.158 -8.534 -18.674
C -5.672 -7.742 -19.122
C -6.428 -6.865 -20.046
O -5.554 -6.385 -21.062
O -5.099 -8.814 -19.835
H -6.325 -8.119 -18.329
H -4.870 -7.183 -18.648
H -6.777 -6.031 -19.431
H -7.276 -7.271 -20.599
H -5.320 -7.071 -21.687
H -5.227 -9.604 -19.257
C -3.163 -11.167 -21.545
C -4.255 -11.313 -22.582
O -3.759 -11.182 -23.904
O -2.800 -9.802 -21.372
H -2.279 -11.759 -21.779
H -3.571 -11.642 -20.627
H -5.126 -10.680 -22.372
H -4.660 -12.323 -22.449
H -3.759 -10.242 -24.113
H -3.467 -9.490 -20.733
C -1.304 -13.992 -17.574
C -2.683 -14.466 -17.816
O -3.452 -14.218 -16.598
O -1.256 -12.591 -17.408
H -0.533 -14.323 -18.287
H -0.878 -14.462 -16.677
H -2.654 -15.540 -17.996
H -3.221 -13.978 -18.633
H -3.206 -13.311 -16.347
H -0.617 -12.200 -18.004
C -7.482 -6.254 -14.714
C -7.389 -7.616 -15.336
O -6.087 -8.183 -14.998
O -6.852 -5.321 -15.639
H -7.022 -6.171 -13.725
H -8.544 -5.987 -14.603
H -7.490 -7.423 -16.413
H -8.133 -8.298 -14.918
H -6.014 -9.073 -15.366
H -6.491 -4.590 -15.128
C -6.915 -12.445 -19.174
C -5.898 -12.249 -18.069
O -5.530 -10.858 -17.852
O -8.192 -11.753 -18.992
H -7.078 -13.495 -19.417
H -6.371 -12.036 -20.057
H -5.055 -12.945 -18.199
H -6.336 -12.556 -17.101
H -4.962 -10.828 -17.038
H -7.874 -10.832 -18.991
C -9.408 -12.803 -13.662
C -9.989 -14.117 -13.323
O -11.373 -14.066 -13.302
O -9.830 -12.290 -14.938
H -8.317 -12.729 -13.574
H -9.758 -12.008 -12.982
H -9.533 -14.639 -12.482
H -9.657 -14.736 -14.180
H -11.677 -14.807 -13.832
H -9.972 -12.986 -15.594
C -11.404 -12.120 -21.207
C -10.583 -13.412 -20.998
O -10.093 -13.692 -19.700
O -12.649 -12.105 -20.550
H -11.512 -11.956 -22.273
H -10.742 -11.381 -20.714
H -9.696 -13.218 -21.653
H -11.017 -14.283 -21.501
H -9.398 -13.010 -19.518
H -12.531 -12.145 -19.590
C -6.184 -15.163 -21.891
C -6.773 -14.427 -23.069
O -7.612 -13.330 -22.486
O -7.204 -15.652 -21.060
H -5.565 -14.448 -21.346
H -5.587 -15.999 -22.249
H -7.560 -15.085 -23.477
H -6.052 -14.048 -23.789
H -7.894 -12.774 -23.236
H -8.001 -15.145 -21.296
C -3.152 -11.422 -14.629
C -1.914 -10.732 -14.130
O -1.725 -11.034 -12.750
O -3.503 -11.025 -15.984
H -4.005 -11.317 -13.963
H -2.895 -12.492 -14.637
H -1.977 -9.644 -14.271
H -1.009 -11.066 -14.640
H -2.057 -10.309 -12.214
H -2.754 -10.514 -16.318
C -11.398 -10.234 -17.620
C -12.329 -9.127 -17.963
O -12.408 -8.988 -19.381
O -12.132 -11.413 -17.928
H -11.047 -10.188 -16.586
H -10.485 -10.166 -18.221
H -11.920 -8.150 -17.665
H -13.310 -9.153 -17.480
H -12.699 -9.824 -19.788
H -11.685 -12.235 -17.685
C -6.494 -16.092 -17.001
C -6.988 -16.997 -18.097
O -8.218 -16.585 -18.587
O -5.126 -16.379 -16.764
H -7.215 -16.132 -16.169
H -6.520 -15.021 -17.288
H -7.065 -17.958 -17.557
H -6.194 -17.162 -18.826
H -8.126 -16.544 -19.550
H -4.656 -15.531 -16.660
```

Output
2S+1   1
Frontier orbital gap   9.4938 eV


*two*
Here is a 13-piece molecular cluster, C26H78O26 overall from OMol25. Energies are from wB97M-V/def2-TZVPD.

```
130
C26H78O26 wB97M-V/def2-TZVPD
C 1.696 10.452 3.505
C 1.861 9.212 2.606
O 2.010 8.007 3.344
O 1.198 11.557 2.639
H 2.568 10.901 3.979
H 1.057 10.229 4.359
H 2.751 9.415 2.011
H 1.033 8.983 1.935
H 2.722 8.146 3.972
H 0.678 12.231 3.084
C 4.554 -2.139 -4.759
C 4.693 -2.534 -3.290
O 3.967 -3.756 -2.837
O 3.289 -2.242 -5.423
H 5.232 -2.803 -5.295
H 4.840 -1.104 -4.951
H 4.365 -1.805 -2.549
H 5.716 -2.798 -3.022
H 3.208 -3.849 -3.417
H 3.599 -1.949 -6.283
C -3.006 -7.010 -8.465
C -2.110 -5.700 -8.375
O -1.656 -5.669 -7.083
O -4.094 -6.938 -7.615
H -2.278 -7.809 -8.324
H -3.369 -7.222 -9.471
H -2.670 -4.824 -8.702
H -1.381 -5.571 -9.175
H -1.059 -4.919 -7.146
H -4.009 -6.335 -6.873
C -3.979 -9.225 -0.839
C -2.818 -8.298 -1.192
O -1.608 -9.059 -1.516
O -4.544 -10.003 -1.939
H -4.747 -8.636 -0.337
H -3.691 -9.841 0.012
H -2.560 -7.708 -0.313
H -2.913 -7.603 -2.026
H -1.591 -9.239 -2.459
H -4.750 -9.364 -2.625
C -5.654 3.727 5.404
C -6.851 3.957 4.411
O -8.025 4.325 5.099
O -5.627 2.360 5.836
H -5.653 4.425 6.241
H -4.658 3.669 4.965
H -6.876 3.188 3.638
H -6.575 4.941 4.033
H -8.529 3.525 5.265
H -4.972 2.275 6.534
C -4.035 -6.006 7.422
C -5.342 -5.577 6.677
O -5.210 -4.731 5.525
O -3.125 -4.949 7.594
H -3.398 -6.753 6.947
H -4.328 -6.329 8.421
H -5.935 -5.096 7.455
H -6.027 -6.392 6.443
H -4.444 -4.193 5.739
H -3.108 -4.535 8.460
C -1.340 4.701 -6.928
C -2.512 4.930 -6.048
O -3.714 4.503 -6.731
O -1.252 5.636 -8.007
H -1.426 3.665 -7.255
H -0.432 4.705 -6.324
H -2.647 5.965 -5.734
H -2.353 4.573 -5.031
H -3.789 3.547 -6.693
H -2.029 5.630 -8.571
C 6.144 6.886 -4.060
C 5.645 8.054 -4.923
O 5.450 9.225 -4.172
O 6.465 5.766 -4.820
H 5.500 6.484 -3.278
H 6.993 7.139 -3.425
H 4.769 7.641 -5.422
H 6.277 8.237 -5.791
H 6.096 9.873 -4.463
H 7.117 6.087 -5.448
C -0.687 1.250 0.269
C -1.218 -0.210 -0.239
O -1.141 -0.310 -1.628
O 0.583 1.664 -0.164
H -0.684 1.151 1.354
H -1.338 2.091 0.029
H -2.241 -0.480 0.023
H -0.602 -1.006 0.179
H -0.276 -0.030 -1.935
H 0.917 2.276 0.496
C 0.781 1.540 8.791
C 1.573 2.698 9.578
O 0.729 3.899 9.443
O -0.398 1.088 9.478
H 1.467 0.717 8.589
H 0.548 1.809 7.761
H 2.636 2.774 9.348
H 1.576 2.410 10.629
H 1.187 4.657 9.072
H -0.253 1.350 10.391
C 4.199 -6.209 3.887
C 3.694 -7.606 3.514
O 4.397 -8.215 2.529
O 5.562 -6.133 4.022
H 3.715 -5.836 4.790
H 3.941 -5.500 3.100
H 2.635 -7.575 3.260
H 3.978 -8.250 4.347
H 4.085 -7.790 1.726
H 5.962 -6.999 4.131
C -7.476 -1.627 -5.131
C -7.716 -2.819 -4.318
O -6.758 -3.088 -3.240
O -6.132 -1.432 -5.572
H -7.842 -0.829 -4.485
H -8.085 -1.680 -6.033
H -7.644 -3.769 -4.847
H -8.706 -2.719 -3.875
H -7.327 -3.136 -2.468
H -5.557 -2.034 -5.093
C 9.540 4.338 1.537
C 10.212 3.016 1.303
O 9.702 2.361 0.128
O 8.141 4.141 1.861
H 9.447 5.170 0.839
H 10.064 4.852 2.342
H 9.938 2.325 2.101
H 11.296 3.091 1.209
H 8.781 2.630 0.123
H 8.004 3.734 2.720
```

Output
2S+1   1
Frontier orbital gap   10.1125 eV


Q: Which of them is the most stable? A: *one*.


*one*
Here is a single C24H27N3O4 molecule from OMol25. Energies are from wB97M-V/def2-TZVPD.

```
58
C24H27N3O4 wB97M-V/def2-TZVPD
C 5.327 -0.832 0.310
C 4.747 0.493 0.787
O 3.427 0.720 0.297
C 2.418 0.109 0.965
O 2.614 -0.619 1.909
C 1.094 0.575 0.524
C 0.268 0.934 1.619
N -0.890 1.506 1.544
C -1.294 1.926 0.326
C -2.470 2.728 0.245
O -3.118 2.921 1.419
C -4.247 3.758 1.433
C -2.851 3.252 -0.970
C -2.081 3.010 -2.112
C -0.982 2.197 -2.067
C -0.585 1.602 -0.853
C 0.554 0.726 -0.760
N 0.955 0.099 -1.908
C -0.055 -0.533 -2.741
C -0.067 -2.063 -2.455
N 0.618 -2.394 -1.235
C 0.004 -2.463 0.018
C 0.680 -3.161 1.020
C 0.187 -3.267 2.305
C -1.027 -2.691 2.617
C -1.742 -2.031 1.633
C -1.251 -1.906 0.343
O -1.943 -1.243 -0.649
C -3.219 -0.735 -0.353
C 2.020 -2.044 -1.307
C 2.179 -0.663 -1.994
H 5.315 -0.889 -0.776
H 4.749 -1.658 0.717
H 6.353 -0.920 0.657
H 5.331 1.336 0.411
H 4.723 0.514 1.882
H 0.618 0.677 2.610
H -4.001 4.774 1.105
H -4.579 3.786 2.469
H -5.053 3.361 0.806
H -3.727 3.874 -1.057
H -2.368 3.479 -3.042
H -0.380 2.051 -2.950
H 0.181 -0.347 -3.795
H -1.033 -0.120 -2.515
H -1.090 -2.427 -2.410
H 0.453 -2.595 -3.262
H 1.617 -3.637 0.778
H 0.752 -3.801 3.053
H -1.429 -2.753 3.617
H -2.687 -1.584 1.894
H -3.183 0.013 0.444
H -3.563 -0.260 -1.272
H -3.914 -1.535 -0.076
H 2.432 -2.013 -0.301
H 2.565 -2.804 -1.883
H 2.384 -0.796 -3.062
H 2.998 -0.095 -1.563
```

Output
2S+1   1
Frontier orbital gap   7.8550 eV
SMILES   CCOC(=O)c1cnc2c(OC)cccc2c1N1CCN(c2ccccc2OC)CC1


*two*
Here is a single C24H27N3O4 molecule from OMol25. Energies are from wB97M-V/def2-TZVPD.

```
58
C24H27N3O4 wB97M-V/def2-TZVPD
C 6.839 -2.632 -4.044
O 6.330 -2.342 -2.719
C 5.681 -3.331 -2.053
C 5.493 -4.643 -2.562
C 4.765 -5.577 -1.830
C 4.255 -5.194 -0.597
C 4.482 -3.899 -0.036
C 5.174 -2.960 -0.773
C 3.754 -3.826 1.234
C 3.433 -2.560 1.971
C 3.157 -2.883 3.395
C 1.978 -3.535 3.720
N 1.778 -3.512 5.068
C 0.613 -4.075 5.717
C 2.871 -2.919 5.685
C 3.119 -2.833 7.060
C 4.369 -2.356 7.447
C 5.335 -1.977 6.452
O 6.535 -1.582 6.967
C 7.593 -1.223 6.046
C 5.036 -2.058 5.067
C 3.809 -2.550 4.663
C 2.313 -1.345 1.219
C 1.866 -0.126 2.042
C 2.556 -0.944 -0.248
N 1.117 -2.223 1.167
O 0.952 -2.968 0.168
O 0.295 -2.217 2.132
C 3.306 -5.141 1.460
N 3.541 -5.926 0.344
C 3.198 -7.327 0.214
H 7.300 -1.691 -4.348
H 7.593 -3.440 -4.024
H 6.026 -2.905 -4.740
H 5.902 -4.880 -3.531
H 4.609 -6.580 -2.198
H 5.351 -1.965 -0.360
H 4.217 -1.799 1.813
H 1.292 -4.053 3.074
H 0.704 -3.930 6.799
H -0.297 -3.576 5.347
H 0.530 -5.152 5.499
H 2.370 -3.134 7.801
H 4.634 -2.262 8.499
H 8.396 -0.895 6.710
H 7.920 -2.093 5.449
H 7.288 -0.401 5.373
H 5.776 -1.801 4.316
H 2.506 0.737 1.796
H 0.807 0.234 1.969
H 2.032 -0.390 3.081
H 3.077 0.019 -0.293
H 3.210 -1.705 -0.641
H 1.686 -0.880 -0.945
H 2.749 -5.558 2.307
H 3.496 -7.678 -0.775
H 3.715 -7.925 0.975
H 2.120 -7.467 0.347
```

Output
2S+1   1
Frontier orbital gap   7.8853 eV
SMILES   COc1ccc2c(c1)c(C(c1cn(C)c3ccc(OC)cc13)C(C)(C)[N+](=O)[O-])cn2C


Q: Which of them is the most stable? A: *one*.